{"formula": "C4H9NO", "method": "wB97M-V/def2-TZVPD", "species": ["C", "C", "N", "C", "C", "O", "H", "H", "H", "H", "H", "H", "H", "H", "H"], "positions_angstrom": [[2.2462, 0.2711, 0.5734], [1.3851, -0.3986, -0.4714], [0.0761, -0.7636, -0.1251], [-0.8755, 0.1235, -0.1133], [-2.2751, -0.3970, 0.3269], [-0.7297, 1.3446, -0.2723], [2.4483, -0.4166, 1.2892], [1.5891, 1.2654, 0.7096], [3.1735, 0.3904, 0.1466], [1.3961, 0.2271, -1.3099], [1.8266, -1.2926, -0.8452], [-0.0929, -1.8349, -0.0269], [-2.9113, -0.5784, -0.5697], [-2.0404, -1.2634, 0.7988], [-2.9688, 0.4968, 0.9677]], "lowdin_charge": [-0.054, -0.292, 0.032, -0.571, -0.009, 0.011, 0.033, 0.142, 0.042, 0.103, 0.110, 0.204, 0.074, 0.002, 0.173], "total_energy_ev": -7830.1016, "largest_force_ev_per_a": 5.38, "multiplicity": 1, "smiles": "CCNC(C)=O"}

{"formula": "C4H9NO", "method": "wB97M-V/def2-TZVPD", "species": ["O", "C", "C", "C", "C", "N", "H", "H", "H", "H", "H", "H", "H", "H", "H"], "positions_angstrom": [[0.4524, -2.4670, 1.4467], [0.2439, -1.3173, 1.1302], [1.0867, -0.2512, 0.6217], [-0.6020, -0.4919, -0.7984], [-1.0371, 0.9480, -1.1141], [1.2339, 0.7882, 1.5128], [-0.6583, -0.7924, 1.5370], [1.8175, -0.4100, -0.1694], [0.1225, -0.8268, -1.5322], [-1.4513, -1.1669, -0.7964], [-0.2099, 1.6594, -1.1537], [-1.7373, 1.2826, -0.3428], [-1.5641, 0.9464, -2.0567], [0.3116, 0.7225, 0.5505], [1.9913, 1.3763, 1.1648]], "lowdin_charge": [0.045, -0.405, -0.327, -0.121, -0.161, 0.103, 0.131, 0.144, 0.068, 0.084, 0.067, 0.076, 0.066, 0.154, 0.077], "total_energy_ev": -7825.2111, "largest_force_ev_per_a": 3.51, "multiplicity": 1}

{"formula": "C4H9NO", "method": "wB97M-V/def2-TZVPD", "species": ["C", "C", "C", "C", "O", "N", "H", "H", "H", "H", "H", "H", "H", "H", "H"], "positions_angstrom": [[-0.8937, 1.1280, 1.1468], [-0.9564, 0.5094, -0.2066], [0.5523, -1.4089, 0.5123], [0.7597, -1.1934, -0.8545], [0.6073, -1.9149, -1.8320], [0.9862, 0.2467, -1.1457], [-1.6840, 1.8927, 1.2110], [0.0533, 1.6533, 1.3061], [-1.0185, 0.3851, 1.9347], [-1.5638, -0.3755, -0.3374], [-1.0431, 1.2164, -1.0233], [1.0102, -0.7478, 1.2422], [0.3194, -2.4171, 0.8375], [1.1013, 0.3708, -2.1484], [1.7697, 0.6552, -0.6428]], "lowdin_charge": [-0.138, 0.029, -0.026, -0.674, 0.008, 0.078, 0.087, 0.083, 0.076, 0.089, 0.079, 0.043, 0.054, 0.108, 0.106], "total_energy_ev": -7827.4837, "largest_force_ev_per_a": 0.27, "multiplicity": 1}

{"formula": "C4H9NO", "method": "wB97M-V/def2-TZVPD", "species": ["C", "C", "O", "H", "H", "H", "H", "C", "N", "C", "H", "H", "H", "H", "H"], "positions_angstrom": [[-1.6268, -1.1446, 0.9083], [-1.4916, -1.1076, -0.4052], [-0.6796, -1.9764, -1.1218], [-1.0833, -1.8644, 1.5124], [-2.3892, -0.5659, 1.4163], [-2.1148, -0.4873, -1.0391], [-1.0311, -2.8537, -0.9168], [1.5526, 0.0958, -0.5926], [1.3250, 1.3004, -0.8661], [1.2048, 2.2077, 0.2637], [1.3824, -0.6618, -1.3478], [1.5559, -0.2364, 0.4512], [1.5390, 3.2196, 0.0590], [0.1413, 2.2321, 0.5124], [1.7152, 1.8426, 1.1661]], "lowdin_charge": [0.010, -0.282, -0.053, 0.065, 0.056, 0.109, 0.101, -0.102, -0.082, -0.157, 0.056, 0.073, 0.063, 0.074, 0.069], "total_energy_ev": -7829.2936, "largest_force_ev_per_a": 1.40, "multiplicity": 1, "smiles": "C=CO.C=NC"}

{"formula": "C4H9NO", "method": "wB97M-V/def2-TZVPD", "species": ["C", "C", "C", "C", "N", "O", "H", "H", "H", "H", "H", "H", "H", "H", "H"], "positions_angstrom": [[1.8389, -0.4158, -0.5785], [0.6228, 0.4923, -0.4762], [-0.0646, 0.3980, 0.9125], [-1.5518, 0.4529, 0.6442], [-2.0329, -0.7124, 0.0925], [-2.2383, 1.4442, 0.7890], [2.3151, -0.3551, -1.5621], [1.5391, -1.4600, -0.4196], [2.5775, -0.1605, 0.1866], [0.8727, 1.5359, -0.6914], [-0.0877, 0.1990, -1.2618], [0.2028, -0.5466, 1.4085], [0.2117, 1.2116, 1.5908], [-2.8203, -0.6241, -0.5304], [-1.3850, -1.4595, -0.1042]], "lowdin_charge": [-0.120, -0.256, -0.127, -0.564, 0.141, 0.057, 0.071, 0.071, 0.075, 0.112, 0.103, 0.114, 0.120, 0.107, 0.095], "total_energy_ev": -7832.0372, "largest_force_ev_per_a": 0.33, "multiplicity": 1, "smiles": "CCCC(N)=O"}

{"formula": "C4H9NO", "method": "wB97M-V/def2-TZVPD", "species": ["C", "C", "O", "C", "N", "C", "H", "H", "H", "H", "H", "H", "H", "H", "H"], "positions_angstrom": [[-2.3823, -0.5530, -0.0715], [-0.8873, -0.3545, 0.0357], [-0.7278, 1.0084, 0.4309], [0.3954, 1.6578, 0.6288], [1.6075, 1.1044, 0.3895], [2.1599, -0.1417, -0.2148], [-2.8558, -0.3213, 0.8875], [-2.7978, 0.1232, -0.8253], [-2.6160, -1.5836, -0.3466], [-0.4478, -0.9967, 0.8059], [-0.3846, -0.5397, -0.9202], [1.9920, 2.0441, 0.3001], [1.9922, -0.1938, -1.2968], [1.7128, -1.0352, 0.2363], [3.2397, -0.2184, -0.0396]], "lowdin_charge": [-0.074, -0.270, -0.119, -0.176, -0.056, -0.084, 0.083, 0.083, 0.076, 0.117, 0.112, 0.088, 0.076, 0.068, 0.076], "total_energy_ev": -7828.7412, "largest_force_ev_per_a": 2.15, "multiplicity": 1}

{"formula": "C4H9NO", "method": "wB97M-V/def2-TZVPD", "species": ["C", "C", "O", "H", "H", "H", "H", "C", "N", "C", "H", "H", "H", "H", "H"], "positions_angstrom": [[2.7991, 0.5080, -1.7636], [1.9199, -0.3855, -2.1573], [1.2502, -0.4475, -3.3922], [3.0667, 0.6200, -0.7195], [3.3467, 1.2187, -2.4077], [1.2974, -0.8591, -1.3840], [0.6800, -1.1976, -3.2282], [-1.9396, 0.2982, 3.6209], [-2.2888, 0.5878, 2.4283], [-1.7663, -0.2551, 1.3769], [-2.1169, 0.9862, 4.4405], [-1.8581, -0.7831, 3.8651], [-1.3787, -1.1872, 1.8451], [-2.4950, -0.5966, 0.6275], [-0.7964, 0.1387, 1.0435]], "lowdin_charge": [-0.004, -0.274, -0.022, 0.050, 0.069, 0.105, 0.075, -0.076, -0.099, -0.172, 0.059, 0.076, 0.059, 0.076, 0.078], "total_energy_ev": -7828.5983, "largest_force_ev_per_a": 2.60, "multiplicity": 1, "smiles": "C=CO.C=NC"}

{"formula": "C4H9NO", "method": "wB97M-V/def2-TZVPD", "species": ["C", "C", "N", "C", "C", "O", "H", "H", "H", "H", "H", "H", "H", "H", "H"], "positions_angstrom": [[-1.8484, -0.0984, -0.5524], [-0.8140, -0.8799, 0.2409], [0.6659, -0.0232, 0.2035], [1.8848, 0.1350, -0.6896], [0.5563, 0.7569, 1.2891], [-0.4226, 0.6664, 2.0123], [-2.1679, 0.8113, -0.0291], [-1.4036, 0.1760, -1.5057], [-2.7567, -0.6902, -0.7429], [-1.2808, -1.1284, 1.2283], [-0.5063, -1.8148, -0.1897], [2.4955, -0.7736, -0.7782], [2.5877, 0.9018, -0.2926], [1.6587, 0.4750, -1.7104], [1.3514, 1.4860, 1.5164]], "lowdin_charge": [-0.107, -0.116, -0.061, -0.052, -0.399, -0.038, 0.077, 0.064, 0.079, 0.115, 0.084, 0.071, 0.082, 0.071, 0.131], "total_energy_ev": -7830.0105, "largest_force_ev_per_a": 1.77, "multiplicity": 1, "smiles": "CCN(C)C=O"}

{"formula": "C4H9NO", "method": "wB97M-V/def2-TZVPD", "species": ["C", "C", "N", "C", "H", "H", "H", "H", "H", "C", "O", "H", "H", "H", "H"], "positions_angstrom": [[1.6006, 1.0323, 1.5684], [0.6018, 0.5614, 1.0813], [-0.7654, 0.1362, 0.8392], [-1.1340, -1.1508, 1.4452], [2.5618, 1.4663, 1.7212], [-1.4340, 0.8664, 1.0662], [-0.4194, -1.9152, 1.1326], [-2.1163, -1.4479, 1.0693], [-1.1611, -1.0722, 2.5337], [0.5132, 0.4017, -2.4147], [0.4409, -0.5479, -1.3807], [-0.4657, 0.8671, -2.5779], [0.8410, -0.0815, -3.3404], [1.2364, 1.1812, -2.1464], [-0.2998, -0.2973, -0.5971]], "lowdin_charge": [0.116, -0.165, -0.125, -0.087, 0.026, 0.136, 0.095, 0.087, 0.083, -0.206, -0.236, 0.070, 0.070, 0.066, 0.071], "total_energy_ev": -7827.9233, "largest_force_ev_per_a": 3.83, "multiplicity": 1, "smiles": "C#CNC.CO"}

{"formula": "C4H9NO", "method": "wB97M-V/def2-TZVPD", "species": ["C", "N", "C", "C", "C", "O", "H", "H", "H", "H", "H", "H", "H", "H", "H"], "positions_angstrom": [[2.2944, -0.6103, -0.1872], [1.2092, 0.0452, 0.4785], [0.6013, 1.1823, -0.0496], [-0.1628, -0.0972, -0.2091], [-1.4431, -0.3270, 0.5525], [-2.4508, -0.2317, -0.4309], [1.9528, -0.9340, -1.1873], [3.0385, 0.1700, -0.3771], [2.8287, -1.3601, 0.4974], [0.9265, 1.5296, -1.0557], [0.3636, 1.9589, 0.6659], [-0.0220, -0.4842, -1.1319], [-1.4611, 0.4423, 1.3167], [-1.3209, -1.2693, 1.0429], [-2.9033, 0.5964, -0.3121]], "lowdin_charge": [-0.114, -0.141, -0.174, -0.203, -0.219, -0.036, 0.082, 0.074, 0.103, 0.119, 0.107, 0.090, 0.119, 0.110, 0.082], "total_energy_ev": -7829.0722, "largest_force_ev_per_a": 5.07, "multiplicity": 1, "smiles": "CN1C[C@@H]1CO"}

{"formula": "C4H9NO", "method": "wB97M-V/def2-TZVPD", "species": ["C", "C", "C", "N", "C", "O", "H", "H", "H", "H", "H", "H", "H", "H", "H"], "positions_angstrom": [[-1.1557, -1.1199, 0.6781], [-1.0563, 0.4067, 0.5851], [0.3447, 1.0086, 0.3531], [1.3001, 0.1110, -0.2863], [1.3274, -0.1353, -1.6187], [2.2388, -0.6815, -2.1988], [-1.7499, -1.5659, -0.1118], [-0.1557, -1.5559, 0.6292], [-1.5623, -1.4325, 1.6357], [-1.7209, 0.7428, -0.2188], [-1.4410, 0.9204, 1.4775], [0.2376, 1.8993, -0.2631], [0.7955, 1.2420, 1.3100], [2.1950, -0.0178, 0.1642], [0.4027, 0.1781, -2.1355]], "lowdin_charge": [-0.102, -0.237, -0.200, -0.003, -0.375, 0.019, 0.068, 0.063, 0.064, 0.096, 0.101, 0.111, 0.114, 0.141, 0.141], "total_energy_ev": -7831.4607, "largest_force_ev_per_a": 0.87, "multiplicity": 1, "smiles": "CCCNC=O"}

{"formula": "C4H9NO", "method": "wB97M-V/def2-TZVPD", "species": ["C", "C", "C", "O", "N", "C", "H", "H", "H", "H", "H", "H", "H", "H", "H"], "positions_angstrom": [[-0.3962, 1.9217, -1.1759], [-0.6896, 0.5181, -0.6566], [0.2134, 0.1473, 0.4983], [1.0828, 0.8427, 0.9475], [-0.0204, -1.1688, 1.1272], [1.0556, -2.3118, 0.9074], [0.6219, 1.9928, -1.5656], [-1.0948, 2.1899, -1.9734], [-0.4919, 2.6581, -0.3729], [-1.7270, 0.4561, -0.2961], [-0.5982, -0.2359, -1.4487], [-0.9241, -1.5626, 0.8661], [0.9109, -2.5865, -0.1487], [1.9974, -1.7393, 0.9509], [-0.0052, -1.0450, 2.1370]], "lowdin_charge": [-0.095, -0.169, -0.414, 0.131, -0.041, -0.117, 0.084, 0.077, 0.082, 0.122, 0.127, 0.138, -0.040, -0.024, 0.140], "total_energy_ev": -7828.5286, "largest_force_ev_per_a": 0.64, "multiplicity": 1}

Molecular weight, respectively: 87.12; 87.12; 87.12; 87.12; 87.12; 87.12; 87.12; 87.12; 87.12; 87.12; 87.12; 87.12 g mol⁻¹.